# 1
This record from OMol25 describes a molecular structure, C52H51N4O5P3PdTe. The level of theory is the ωB97M-V functional and the def2-TZVPD basis.

Structure (XYZ):
```
117
Properties=species:S:1:pos:R:3
Pd 0.54087 -0.82163 -0.49203
Te -4.21256 0.45004 1.19457
C -5.33658 -0.96319 2.30934
C -6.58410 -0.61518 2.82472
C -7.31652 -1.55201 3.53342
N -6.91022 -2.80106 3.76786
C -5.71329 -3.12488 3.27354
C -4.90438 -2.26100 2.55432
C -2.40430 -0.52376 0.94368
P -1.02949 0.25640 1.85125
C -1.67073 0.28502 3.60620
C -1.64956 1.49434 4.29356
C -2.11831 1.59043 5.59868
C -2.62863 0.46774 6.23406
C -2.65669 -0.74785 5.56030
C -2.17466 -0.83361 4.26363
C 0.21164 -1.14349 1.99064
C 1.62428 -0.70316 2.34786
C 2.70496 -2.69820 1.36780
C 1.77409 -3.84435 1.57597
C 0.47753 -3.67673 1.85732
C -0.24105 -2.41829 1.92243
P -1.80531 -0.94477 -0.68242
C -2.79304 0.00662 -1.90639
C -3.99016 -0.42827 -2.46777
C -4.69836 0.38269 -3.34445
C -4.21889 1.64352 -3.67103
C -3.01854 2.08338 -3.12520
C -2.30804 1.26700 -2.25839
C -2.35692 -2.65395 -1.10262
C -1.70659 -3.29980 -2.15533
C -2.03067 -4.60382 -2.49276
C -3.00465 -5.29124 -1.77380
C -3.65810 -4.65744 -0.72751
C -3.33731 -3.34323 -0.40133
H -6.98579 0.38293 2.68428
H -8.28830 -1.28432 3.94015
H -5.37925 -4.14070 3.46783
H -3.93217 -2.58038 2.19682
H -1.26702 2.37506 3.78732
H -2.09358 2.54386 6.11453
H -3.00553 0.53780 7.24802
H -3.05889 -1.62923 6.04735
H -2.17413 -1.78501 3.74857
H 1.92995 0.05013 1.61307
H 3.73405 -3.06431 1.40501
H 2.17491 -4.84656 1.46861
H -0.13968 -4.56529 1.95960
H -1.31372 -2.51652 1.76437
H -4.37685 -1.40684 -2.21179
H -5.63262 0.03120 -3.76761
H -4.77182 2.27757 -4.35447
H -2.62831 3.05908 -3.39204
H -1.35430 1.58861 -1.85004
H -0.91903 -2.77134 -2.68372
H -1.50955 -5.09512 -3.30699
H -3.24651 -6.31750 -2.02625
H -4.42009 -5.18363 -0.16308
H -3.85016 -2.83624 0.40667
C -1.49167 6.08587 -2.03794
O -0.34294 6.81294 -1.64663
C 0.86265 6.33696 -2.09815
C 2.00225 6.86122 -1.49963
C 3.25357 6.40979 -1.87896
C 3.40682 5.40573 -2.83394
C 2.25582 4.93298 -3.46670
C 0.99647 5.39016 -3.10648
N 4.74223 5.05868 -3.19052
N 5.10110 3.87025 -3.41817
C 4.38441 2.74104 -3.08119
C 4.63205 1.62213 -3.89142
C 3.83410 0.50813 -3.88332
C 2.66482 0.41289 -3.04629
O 1.82831 -0.48612 -3.16187
C 2.54766 1.48043 -2.00408
N 1.62823 1.30888 -1.03062
C 1.54074 2.20951 -0.06865
C 2.40106 3.30793 0.02562
C 3.34274 3.49460 -0.95095
C 3.41368 2.59583 -2.02938
H -2.32722 6.50624 -1.48287
H -1.39138 5.02480 -1.79289
H -1.69003 6.18658 -3.10902
H 1.88680 7.61314 -0.72874
H 4.14573 6.81353 -1.41456
H 2.33599 4.18509 -4.24118
H 0.13037 4.97578 -3.60379
H 5.45714 1.70689 -4.59228
H 4.01357 -0.31776 -4.56075
H 0.76483 2.04533 0.67264
H 2.31435 3.98845 0.86349
H 4.04031 4.32243 -0.89977
C 2.47645 -5.31258 -2.28990
C 2.53843 -3.79994 -2.30814
O 3.13295 -3.34519 -1.09318
P 2.43568 -2.02744 -0.36642
O 2.61436 -1.72828 2.40643
C 1.69094 -0.03492 3.72456
C 1.36875 -0.97028 4.88199
O 3.67313 -0.95080 -0.45327
C 5.03369 -1.21983 -0.16391
C 5.82145 0.02515 -0.51636
H 2.04500 -5.68251 -3.22325
H 1.85286 -5.65315 -1.46121
H 3.47400 -5.74156 -2.17290
H 1.53628 -3.37284 -2.40572
H 3.13175 -3.43588 -3.15177
H 1.01435 0.82232 3.72114
H 2.70598 0.35878 3.83416
H 0.37520 -1.40557 4.76932
H 1.39239 -0.43157 5.83254
H 2.09141 -1.78567 4.92271
H 5.37390 -2.07987 -0.74886
H 5.14971 -1.45870 0.89905
H 5.68597 0.27226 -1.57067
H 6.88578 -0.12445 -0.31671
H 5.46767 0.87266 0.07304
```

Results
LUMO = 3.7485 eV
Kohn-Sham gap = 5.09 eV
E_HOMO = -1.34 eV
Charge = -2
Total energy = -109588.5657 eV
Energy above the lowest of the compared OMol25 structures with the same formula, charge and spin = 53.0 kcal/mol

---

# 2
This record from OMol25 describes 12 unconnected molecules or ions with the total composition C52H52Cl6N10 at a distorted geometry. The level of theory is the ωB97M-V functional and the def2-TZVPD basis.

Structure (XYZ):
```
120
Properties=species:S:1:pos:R:3
N -9.02736 24.53107 8.54009
C -8.18002 24.39988 7.43452
C -8.58369 24.73147 6.16743
C -9.95302 25.06217 6.00621
C -10.82616 25.20821 7.09022
C -10.32203 24.99231 8.36463
H -7.13963 24.24374 7.67868
H -7.86505 24.72162 5.36129
H -10.36924 25.40770 5.07145
H -11.84730 25.53498 6.96029
H -10.87144 25.11417 9.28643
N -7.09046 30.19412 7.65832
C -6.27204 29.72106 8.54417
C -6.23832 28.46854 9.08926
C -7.23524 27.58196 8.58675
C -8.11110 28.03660 7.55094
C -8.04785 29.34278 7.06916
H -5.57561 30.41242 8.99520
H -5.57249 28.28898 9.92042
H -7.14337 26.54201 8.86326
H -8.88312 27.40208 7.14134
H -8.81254 29.59542 6.34956
N 1.29915 29.39444 9.06578
C 2.12207 30.41350 9.46033
C 2.25225 31.58204 8.67873
C 1.24608 31.89676 7.77086
C 0.29453 30.90811 7.47151
C 0.39802 29.62810 8.03408
H 2.78636 30.17891 10.27893
H 2.95316 32.34622 8.98064
H 1.24995 32.81593 7.20383
H -0.43316 31.07570 6.69127
H -0.29585 28.85761 7.73192
N -4.69541 29.21719 12.43349
C -4.58570 30.52598 12.03558
C -3.39941 31.02352 11.66098
C -2.21100 30.33075 11.87002
C -2.26629 29.03924 12.39622
C -3.56390 28.50775 12.62268
H -5.45984 31.15915 11.99849
H -3.36605 32.07043 11.39780
H -1.27442 30.83627 11.68648
H -1.39679 28.47510 12.69974
H -3.70835 27.47882 12.91733
N -0.92878 20.90529 11.32221
C -1.24357 22.19868 11.10587
C -2.59408 22.59935 11.05063
C -3.57828 21.72517 11.28143
C -3.23651 20.38043 11.56039
C -1.90536 20.05958 11.68629
H -0.37141 22.71348 10.73073
H -2.86683 23.63662 10.92385
H -4.61674 21.94781 11.08536
H -4.07986 19.71188 11.65100
H -1.67210 19.04391 11.96987
N -5.64197 22.77947 5.66800
C -5.89911 22.53920 4.34952
C -5.63950 21.35018 3.68402
C -4.97940 20.28426 4.38776
C -4.60584 20.56249 5.74663
C -4.88068 21.85765 6.27966
H -6.60646 23.22032 3.89994
H -6.02249 21.18378 2.68802
H -4.90806 19.31025 3.92666
H -4.29633 19.74162 6.37654
H -4.82947 22.02228 7.34581
N -0.30651 27.12994 14.90911
C 0.02897 26.39418 13.78578
C -0.91741 25.50174 13.24815
C -2.15438 25.25795 13.84585
C -2.46991 25.93955 15.04602
C -1.56405 26.92302 15.46258
H 0.96096 26.57036 13.26928
H -0.54634 24.87829 12.44814
H -2.81260 24.52529 13.40276
H -3.46282 25.75875 15.43053
H -1.78120 27.65541 16.22603
N -3.89239 26.58241 7.07249
C -2.88642 27.18868 7.76535
C -2.73290 27.07519 9.17280
C -3.59961 26.19353 9.84948
C -4.53849 25.41683 9.13795
C -4.65215 25.64597 7.74441
H -2.11921 27.67021 7.17718
H -1.89459 27.52192 9.68669
H -3.38141 26.02939 10.89439
H -5.18492 24.69153 9.60961
H -5.29472 25.06549 7.09900
N -5.42421 25.05886 13.12742
C -5.79822 23.79993 13.44176
C -6.85448 23.13676 12.72303
C -7.61801 23.87609 11.79453
C -7.26395 25.19326 11.54528
C -6.14512 25.76787 12.22333
H -5.10666 23.28522 14.09231
H -7.18828 22.13163 12.93444
H -8.57329 23.49190 11.46857
H -7.88043 25.68952 10.81038
H -6.05538 26.83025 12.05103
N 4.08001 24.61155 9.72844
C 3.88199 25.90964 10.08788
C 2.69859 26.59401 9.91423
C 1.71748 25.89508 9.25065
C 1.81738 24.60752 8.77177
C 3.01628 24.00524 9.03819
H 4.70210 26.25285 10.70108
H 2.67355 27.65719 10.10237
H 0.78903 26.41166 9.05694
H 0.93620 24.08786 8.42553
H 3.21490 22.96611 8.82104
C -4.47316 29.58948 5.47544
Cl -5.66176 30.55514 4.67633
Cl -3.46047 30.38590 6.76173
Cl -3.53785 28.73520 4.22117
H -5.08475 28.80383 5.91910
C -2.34823 24.30153 4.66501
Cl -1.26898 24.64446 5.97197
Cl -1.70681 22.83857 3.91736
Cl -2.18962 25.62455 3.51634
H -3.37791 24.17893 5.00087
```

Results
LUMO = 0.2606 eV
Kohn-Sham gap = 9.62 eV
Structure (SMILES) = ClC(Cl)Cl.ClC(Cl)Cl.c1ccncc1.c1ccncc1.c1ccncc1.c1ccncc1.c1ccncc1.c1ccncc1.c1ccncc1.c1ccncc1.c1ccncc1.c1ccncc1
E_HOMO = -9.36 eV
Total energy = -144797.7050 eV
Energy above the lowest of the compared OMol25 structures with the same formula, charge and spin = 0.0 kcal/mol

---

- Look up the energy above the lowest of the compared OMol25 structures with the same formula, charge and spin of the second one.
  0.0 kcal/mol

---

- energy above the lowest of the compared OMol25 structures with the same formula, charge and spin of number 2 (C52H52Cl6N10)?
  0.0 kcal/mol